(1)
Molecular formula: C4H13N2S
Method: DFT, ωB97M-V/def2-TZVPD

CARTESIAN COORDINATES (ANGSTROEM)
N  0.9077  -4.0050  -2.5207
C  0.1807  2.5423  0.2521
C  -0.0754  3.8190  0.5152
S  0.1750  -1.0353  -0.9741
C  0.2301  1.4431  1.2768
N  -0.9442  0.5743  1.1398
C  -0.8182  -0.6636  1.9421
H  0.6926  -3.2274  -1.9201
H  0.0794  -4.5034  -2.8011
H  1.6293  -4.5813  -2.1201
H  0.3806  2.2225  -0.7775
H  -0.2392  4.1498  1.5290
H  -0.1279  4.5760  -0.2662
H  -0.1081  -0.6650  -2.2483
H  0.2043  1.8691  2.2927
H  1.1820  0.8926  1.0967
H  -0.9713  0.2579  0.1297
H  0.1336  -1.1798  1.7816
H  -0.9582  -0.4373  3.0068
H  -1.6031  -1.3242  1.5960

Summary:
Electronic energy: -667.436050 Eh
Net charge: +1
Molar mass: 121.23 g mol⁻¹
F_max: 3.9 eV/A
Energy relative to the best compared isomer or geometry (same formula, charge and spin): 640.0 kJ/mol
LUMO level: -0.347 hartree
HOMO level: -13.2 eV


(2)
Molecular formula: C9H11N3
Method: DFT, ωB97M-V/def2-TZVPD

CARTESIAN COORDINATES (ANGSTROEM)
C  -0.0254  2.3535  0.2434
C  -0.2048  0.7888  0.0909
N  1.0530  0.1561  0.0037
N  2.0626  0.5668  -0.6985
C  3.0319  -0.3564  -0.5075
C  2.5305  -1.2832  0.4214
N  1.2770  -0.9401  0.7757
C  -1.2791  0.4734  -1.3715
C  -1.8636  -0.7147  -1.4087
C  -1.6423  -1.6964  -0.2724
C  -1.3477  -1.2644  0.9643
C  -1.0219  0.1579  1.2006
H  0.1159  2.7094  1.1985
H  -0.8580  2.8859  -0.2417
H  0.8297  2.5454  -0.2517
H  3.9546  -0.2243  -1.0012
H  2.9868  -2.1723  0.8461
H  -1.2258  1.1885  -2.2113
H  -2.5528  -1.0783  -2.1896
H  -1.9702  -2.7941  -0.4840
H  -1.1761  -2.2044  1.6623
H  -2.0173  0.5858  1.0187
H  -0.6570  0.3168  2.2124

Summary:
Electronic energy: -513.683464 Eh
Molar mass: 161.21 g mol⁻¹
F_max: 4.3 eV/A
Energy relative to the best compared isomer or geometry (same formula, charge and spin): 411.0 kJ/mol
LUMO level: 0.038 hartree
HOMO level: -8.6 eV


(3)
Molecular formula: C33H57CdClN2O2Si
Method: DFT, ωB97M-V/def2-TZVPD

CARTESIAN COORDINATES (ANGSTROEM)
O  1.8155  -2.0490  -3.5560
O  0.7676  -0.4110  -5.3496
C  2.9808  -2.1583  -2.7391
C  2.9782  -3.1847  -1.6185
H  3.1816  -1.1546  -2.3296
H  3.7807  -2.3851  -3.4588
H  2.3099  -2.8979  -0.8025
H  3.9871  -3.2219  -1.2049
H  2.7233  -4.1893  -1.9650
C  0.5440  -2.5052  -3.0525
C  -0.0037  -3.5574  -3.9773
H  -0.1166  -1.6197  -3.0240
H  0.6237  -2.8867  -2.0200
H  -0.1960  -3.1355  -4.9700
H  -0.9483  -3.9489  -3.5854
H  0.6962  -4.3977  -4.0670
C  -0.4066  0.0945  -6.0087
C  1.8172  -0.7862  -6.2625
C  -1.6083  -0.6904  -5.5562
H  -0.3023  0.0146  -7.1059
H  -0.5052  1.1600  -5.7504
H  -1.5297  -1.7331  -5.8845
H  -2.5156  -0.2687  -6.0001
H  -1.7130  -0.6769  -4.4649
C  1.5183  -2.0567  -7.0184
H  2.7119  -0.9049  -5.6399
H  1.9930  0.0417  -6.9753
H  1.4291  -2.9026  -6.3267
H  2.3493  -2.2632  -7.7026
H  0.6016  -1.9641  -7.6168
H  1.1270  -0.1112  -3.5310
N  -0.6232  -0.3173  1.3988
C  -1.4806  0.2068  2.2793
C  -2.2489  1.3532  2.0410
C  -2.4655  1.9848  0.8101
C  -1.7165  -0.5061  3.5900
H  -0.7958  -0.9187  4.0263
H  -2.4352  -1.3328  3.4608
H  -2.1462  0.2108  4.3007
C  -3.6631  2.8882  0.6685
H  -4.3895  2.5007  -0.0615
H  -3.3761  3.9013  0.3516
H  -4.1682  2.9607  1.6376
N  -1.6535  1.8370  -0.2395
C  -0.2556  -1.6857  1.4659
C  0.9991  -2.0615  1.9963
C  1.8686  -1.0434  2.6510
C  1.3890  -3.3974  1.9379
H  2.3766  -3.6692  2.3249
C  0.5233  -4.3712  1.4356
H  0.8303  -5.4200  1.4093
C  -0.7512  -4.0064  0.9956
H  -1.4578  -4.7599  0.6378
C  -1.1609  -2.6769  1.0174
C  -2.5579  -2.3094  0.6176
C  -1.9242  2.4158  -1.5148
C  -1.3332  3.6545  -1.8544
C  -0.6391  4.4690  -0.8019
C  -1.3749  4.0813  -3.1804
H  -0.8799  5.0204  -3.4464
C  -2.0628  3.3371  -4.1435
H  -2.0935  3.6777  -5.1818
C  -2.7469  2.1765  -3.7744
H  -3.3413  1.6234  -4.5087
C  -2.6927  1.7032  -2.4665
C  -3.3856  0.4311  -2.0807
Cd  0.4325  1.1682  0.0183
H  2.2727  -0.3259  1.9217
H  2.7205  -1.5446  3.1243
H  1.3364  -0.4621  3.4188
H  -2.6033  -1.3848  0.0274
H  -3.2129  -2.1773  1.4940
H  -2.9821  -3.1201  0.0116
H  -0.4541  5.4815  -1.1834
H  0.3360  4.0499  -0.5041
H  -1.2465  4.5651  0.1076
H  -3.9072  0.5188  -1.1175
H  -2.6717  -0.4062  -2.0062
H  -4.1292  0.1495  -2.8397
H  -2.8709  1.6877  2.8728
C  1.1455  0.7598  -2.7674
Si  2.2788  2.0998  -3.5112
H  0.1111  1.1176  -2.6420
H  1.5740  0.3465  -1.8358
C  3.9653  1.3500  -3.8671
C  2.4775  3.5921  -2.3996
C  1.5605  2.7927  -5.1024
H  2.1113  3.7011  -5.3890
H  0.5131  3.0821  -4.9542
H  1.5972  2.0969  -5.9486
H  4.5448  1.2593  -2.9378
H  4.5124  2.0100  -4.5590
H  3.8952  0.3531  -4.3209
H  2.6926  3.2788  -1.3700
H  1.5706  4.2112  -2.3938
H  3.3113  4.2214  -2.7447
Cl  2.7625  1.4888  0.4105

Summary:
Electronic energy: -2469.092169 Eh
Molar mass: 689.78 g mol⁻¹
F_max: 2.2 eV/A
LUMO level: 0.021 hartree
HOMO level: -7.9 eV


(4)
Molecular formula: C2H5ClOS
Method: DFT, ωB97M-V/def2-TZVPD

CARTESIAN COORDINATES (ANGSTROEM)
C  -1.2471  -0.3496  0.7743
C  0.7961  -0.0936  -0.6656
O  1.5340  -1.2068  -0.3951
S  1.1046  1.4760  0.0541
Cl  -2.4433  0.6454  -0.0092
H  -0.8819  0.0031  1.6384
H  -1.5448  -1.4610  0.6604
H  0.1985  -0.0536  -1.5830
H  2.3299  -1.0634  0.1364
H  0.1540  2.1034  -0.6107

Summary:
Electronic energy: -1012.679851 Eh
Molar mass: 112.58 g mol⁻¹
F_max: 6.1 eV/A
Energy relative to the best compared isomer or geometry (same formula, charge and spin): 337.8 kJ/mol
LUMO level (alpha / beta): 0.017 / 0.017 hartree
HOMO level (alpha / beta): -7.7 / -7.1 eV


(5)
Molecular formula: C32H62BrIN7O7P2S3
Method: DFT, ωB97M-V/def2-TZVPD

CARTESIAN COORDINATES (ANGSTROEM)
C  -2.6345  5.5428  1.5369
O  -2.6763  4.0629  1.6765
C  -1.2423  3.6259  1.8051
C  -1.0359  2.0210  2.0271
O  0.3611  1.6362  1.8054
C  1.3186  2.6062  1.4138
C  2.8262  1.9105  1.2100
C  3.8807  3.2018  1.0755
O  2.9545  1.1625  -0.0496
C  -1.6959  1.2046  0.7196
I  -0.2370  -0.2658  -0.1530
C  -1.7764  2.1687  -0.6550
N  -1.6689  1.3359  -1.9521
C  -3.1925  0.5958  0.9915
C  -3.4452  -0.7282  0.1623
C  -4.9865  -1.2357  -0.1684
C  -5.9107  -0.0843  -0.9208
S  -7.4976  -0.8010  -1.6909
C  -3.5872  0.7091  2.6110
C  -5.1477  0.4008  2.9539
C  -6.0864  1.7729  3.1726
C  -7.6441  1.1798  3.3119
Br  -6.0866  3.0329  1.6348
N  -2.4923  0.2867  3.5516
C  -1.8930  -1.0689  3.3637
C  -2.6321  -2.4084  2.9924
O  -4.0578  -2.4902  2.7489
P  -2.9360  0.2071  5.3197
N  -3.5592  -1.4419  5.7696
O  -4.3049  1.1698  5.7901
C  -1.4399  1.4425  3.5198
N  -1.7991  2.3178  4.6056
C  -2.4272  3.4275  4.7130
S  -3.8709  4.3954  4.7188
P  0.2380  1.0157  4.4350
O  1.2054  2.5153  4.5483
O  0.0199  0.7739  6.1925
S  1.3785  -0.3869  3.9397
H  -2.0736  5.8752  0.5563
H  -2.0915  5.9763  2.4841
H  -3.7542  5.9002  1.5288
H  -0.7032  4.1562  2.7325
H  -0.7594  4.1511  0.8939
H  1.0902  3.1198  0.3616
H  1.5197  3.5164  2.1596
H  3.1232  1.2848  2.1575
H  4.0806  3.6831  2.1241
H  4.9009  2.8366  0.5755
H  3.3839  3.9957  0.3505
H  2.7572  1.7567  -0.8395
H  -0.7802  2.8205  -0.7818
H  -2.7371  2.8363  -0.6773
H  -2.6344  1.1773  -2.3388
H  -1.1338  1.8750  -2.6850
H  -3.9150  1.4204  0.5033
H  -3.1235  -0.5064  -0.9736
H  -2.8481  -1.7028  0.3953
H  -5.5211  -1.7753  0.7200
H  -4.8436  -2.0839  -0.9991
H  -5.3045  0.3721  -1.8216
H  -6.2707  0.7758  -0.2171
H  -8.4836  -0.6990  -0.6671
H  -3.6233  1.9061  2.7559
H  -5.3555  -0.2547  3.9124
H  -5.7735  -0.1411  2.1209
H  -5.8417  2.3738  4.1307
H  -8.0966  1.0966  2.2101
H  -8.3441  1.8775  3.9381
H  -7.6324  0.0616  3.7289
H  -1.3065  -1.3178  4.3809
H  -1.0176  -0.9231  2.5845
H  -2.4351  -3.2416  3.8326
H  -2.1047  -2.9013  2.0372
H  -4.2465  -3.3203  2.1892
H  -4.3873  -1.7041  5.2054
H  -2.7968  -2.1480  5.7622
H  -4.1773  1.4633  6.7592
H  2.0949  2.2815  4.9449
H  -0.1724  1.6668  6.6118
C  5.1308  -2.4169  -3.0443
C  5.1117  -1.3065  -4.0900
C  5.6453  0.0238  -3.5552
C  4.7864  0.4911  -2.3915
N  4.0737  0.8788  -1.4262
H  4.4833  -2.1820  -2.1935
H  4.7683  -3.3540  -3.4785
H  6.1466  -2.5850  -2.6689
H  4.0840  -1.1770  -4.4509
H  5.7177  -1.6163  -4.9485
H  5.6238  0.7820  -4.3451
H  6.6817  -0.0852  -3.2173
C  4.0877  1.1948  -7.8658
C  4.3501  -0.1951  -8.4368
C  3.0801  -1.0398  -8.5539
C  2.4620  -1.2312  -7.1785
N  1.9493  -1.3901  -6.0374
H  3.6945  1.1450  -6.8454
H  5.0172  1.7715  -7.8273
H  3.3702  1.7447  -8.4856
H  5.0808  -0.7081  -7.7994
H  4.8043  -0.0919  -9.4285
H  3.3187  -2.0199  -8.9803
H  2.3524  -0.5516  -9.2114
C  6.1542  -7.1312  -0.8940
C  5.9914  -6.9651  -2.4015
C  7.2332  -6.3752  -3.0727
C  7.5208  -4.9971  -2.4998
N  7.7594  -3.8536  -2.0246
H  6.3063  -6.1686  -0.3953
H  5.2549  -7.5815  -0.4620
H  7.0066  -7.7794  -0.6603
H  5.1232  -6.3234  -2.5958
H  5.7748  -7.9430  -2.8454
H  7.0715  -6.2891  -4.1524
H  8.1024  -7.0219  -2.9100

Summary:
Electronic energy: -6914.573462 Eh
Net charge: +1
Molar mass: 1021.85 g mol⁻¹
F_max: 18.0 eV/A
LUMO level: -0.140 hartree
HOMO level: -9.7 eV


(6)
Molecular formula: C3H3Cl9
Method: DFT, ωB97M-V/def2-TZVPD

CARTESIAN COORDINATES (ANGSTROEM)
Cl  -17.7904  14.3042  12.7474
C  -18.0224  15.9522  12.1487
Cl  -17.5134  16.0837  10.4627
Cl  -17.1740  17.1028  13.1535
H  -19.0824  16.1599  12.1877
Cl  -17.1478  9.8943  11.0747
C  -17.8126  10.3903  12.6226
Cl  -16.5749  10.3804  13.8814
Cl  -19.1738  9.3706  13.0600
H  -18.1825  11.4025  12.5344
Cl  -20.9049  18.1511  12.4303
C  -19.9925  19.6202  12.0851
Cl  -21.0791  21.0039  12.0008
Cl  -19.0552  19.4500  10.6068
H  -19.2996  19.7655  12.9030

Summary:
Electronic energy: -4257.821663 Eh
Molar mass: 358.13 g mol⁻¹
F_max: 0.4 eV/A
Energy relative to the best compared isomer or geometry (same formula, charge and spin): 10.2 kJ/mol
LUMO level: 0.015 hartree
HOMO level: -11.1 eV


(7)
Molecular formula: C3H6N2
Method: DFT, ωB97M-V/def2-TZVPD

CARTESIAN COORDINATES (ANGSTROEM)
C  -1.3046  -0.3561  -1.4278
N  -1.2843  -0.0213  -0.1872
N  -0.1554  0.7176  0.1839
C  0.4459  0.3728  1.4602
C  1.1466  0.0098  0.2085
H  -0.5195  -0.1108  -2.1746
H  -2.2059  -0.8810  -1.7848
H  -0.0288  -0.4612  1.9844
H  0.7887  1.1964  2.1073
H  2.0182  0.5566  -0.2564
H  1.0992  -1.0229  -0.1134

Summary:
Electronic energy: -227.318879 Eh
Molar mass: 70.09 g mol⁻¹
F_max: 1.6 eV/A
Energy relative to the best compared isomer or geometry (same formula, charge and spin): 278.2 kJ/mol
LUMO level: 0.044 hartree
HOMO level: -9.1 eV


(8)
Molecular formula: C10H16
Method: DFT, ωB97M-V/def2-TZVPD

CARTESIAN COORDINATES (ANGSTROEM)
C  -2.3404  1.4221  -2.5296
C  -1.5037  0.2603  -2.0415
C  -0.9001  0.5136  -0.6731
C  -1.7418  0.5646  0.4443
C  -1.2698  0.7883  1.7139
C  0.0990  1.0710  1.8833
C  0.9425  1.0136  0.7848
C  0.4664  0.5488  -0.4517
H  -2.7287  1.2648  -3.5359
H  -1.8882  2.4155  -2.6039
H  -3.1090  1.5792  -1.7710
H  -2.1215  -0.6339  -1.8998
H  -0.7724  -0.1495  -2.7465
H  -2.8174  0.7026  0.3549
H  -1.9129  0.9005  2.5767
H  0.4348  1.5431  2.7975
H  1.9299  1.3934  1.0147
H  1.1999  0.4543  -1.2403
C  2.8209  -1.6824  0.5299
C  1.7678  -2.1487  1.5212
H  3.3394  -2.4221  -0.0961
H  2.2697  -1.1405  -0.2476
H  3.6660  -1.3120  1.1074
H  1.1875  -2.9548  1.0489
H  0.8946  -1.4963  1.5617
H  2.0877  -2.4957  2.4977

Summary:
Electronic energy: -390.584636 Eh
Molar mass: 136.24 g mol⁻¹
F_max: 2.5 eV/A
Energy relative to the best compared isomer or geometry (same formula, charge and spin): 134.5 kJ/mol
LUMO level: 0.038 hartree
HOMO level: -9.0 eV